The following is a DFT calculation (the ωB97M-V functional and the def2-TZVPD basis) of a 8-piece molecular cluster, C24H56N8O8 overall in a non-equilibrium geometry.

Geometry as XYZ:
```
96
Properties=species:S:1:pos:R:3:forces:R:3:mulliken_charge:R:1
C 1.926 3.203 -2.864 -0.716 -0.228 0.637 -0.490
N 2.941 2.636 -3.715 0.213 -0.064 -0.255 -0.008
C 3.541 1.442 -3.461 0.308 0.416 0.560 0.468
C 4.668 1.058 -4.410 -0.797 -1.090 0.307 -1.242
O 3.229 0.726 -2.505 0.175 0.657 -0.817 -0.717
H 0.993 2.644 -2.974 0.068 -0.039 0.218 -0.012
H 1.674 4.238 -3.081 0.399 0.036 -0.403 0.410
H 2.238 3.187 -1.820 -0.094 -0.155 0.001 0.143
H 3.301 3.211 -4.453 0.174 -0.076 -0.099 0.268
H 4.353 0.067 -4.762 0.247 0.129 -0.169 0.293
H 5.572 0.884 -3.833 0.108 0.204 0.019 0.359
H 4.843 1.693 -5.271 -0.040 0.274 0.101 0.353
C 1.274 -2.517 5.779 0.478 0.188 0.294 -1.036
N 0.794 -1.248 5.251 -0.425 -0.206 0.768 0.050
C -0.457 -0.791 5.554 -0.136 -0.507 -0.845 0.711
C -0.841 0.517 4.858 0.841 -0.506 1.148 -0.675
O -1.238 -1.430 6.243 0.011 0.257 -0.040 -0.696
H 2.291 -2.370 6.159 0.052 -0.202 -0.461 0.307
H 1.226 -3.294 5.014 0.232 -0.001 0.050 0.291
H 0.735 -2.881 6.651 -0.510 0.347 -0.161 0.341
H 1.493 -0.620 4.879 -0.092 0.070 -0.241 0.279
H -1.919 0.588 4.808 -0.066 0.116 -0.070 0.259
H -0.346 0.578 3.897 -0.101 0.174 -0.161 -0.049
H -0.421 1.277 5.528 -0.314 0.319 -0.336 0.363
C 0.566 0.061 -4.490 -0.284 0.570 0.560 -0.664
N 1.230 0.358 -5.741 -0.435 -0.487 0.174 -0.062
C 1.139 -0.500 -6.792 0.811 0.402 -0.283 0.680
C 1.781 -0.030 -8.074 0.768 -0.264 -0.293 -1.064
O 0.650 -1.602 -6.720 -0.626 -0.381 0.074 -0.628
H -0.316 0.696 -4.340 0.011 -0.006 -0.168 0.167
H 1.212 0.250 -3.634 0.066 -0.275 -0.105 0.085
H 0.217 -0.962 -4.479 0.182 -0.190 -0.062 0.356
H 1.819 1.162 -5.801 -0.024 0.296 -0.151 0.300
H 2.224 0.966 -8.045 -0.303 0.131 0.043 0.262
H 1.102 -0.140 -8.916 -0.195 0.190 0.120 0.306
H 2.609 -0.712 -8.300 -0.120 -0.031 0.120 0.293
C -5.576 -3.782 -1.397 0.227 -0.594 -0.240 -0.922
N -4.533 -3.086 -2.162 -1.523 0.515 0.822 -0.191
C -3.288 -3.546 -2.407 0.318 0.972 0.033 0.561
C -2.380 -2.593 -3.133 -0.655 -0.008 -0.707 -0.553
O -2.921 -4.635 -2.073 0.302 -1.750 0.299 -0.639
H -5.220 -4.386 -0.559 0.429 0.241 -0.116 0.300
H -6.134 -4.466 -2.047 -0.032 0.222 0.052 0.300
H -6.247 -3.032 -0.984 -0.087 -0.012 -0.126 0.323
H -4.691 -2.096 -2.166 0.336 0.104 -0.406 0.271
H -2.639 -1.557 -2.926 0.439 0.094 0.244 -0.041
H -2.569 -2.725 -4.204 0.128 -0.096 0.017 0.364
H -1.356 -2.873 -2.930 0.184 0.323 0.158 0.257
C -2.637 1.967 -1.638 1.234 0.289 -0.321 -0.800
N -1.353 2.653 -1.411 -0.817 -0.344 -0.084 0.238
C -1.150 3.950 -1.092 0.282 0.414 0.584 0.907
C -2.178 4.994 -1.504 0.248 -0.850 -0.761 -1.317
O -0.123 4.311 -0.525 0.087 -0.095 -0.290 -0.621
H -3.442 2.687 -1.648 -0.199 -0.004 -0.140 0.477
H -2.800 1.228 -0.859 -0.109 -0.029 0.101 0.090
H -2.509 1.447 -2.585 -0.611 -0.114 -0.079 0.213
H -0.572 2.024 -1.304 0.181 0.251 0.246 -0.087
H -2.831 4.591 -2.280 -0.249 0.117 0.207 0.402
H -1.600 5.778 -1.989 -0.049 0.261 0.319 0.340
H -2.745 5.366 -0.660 -0.006 0.121 0.082 0.262
C 6.343 0.267 5.449 0.844 -0.083 -0.153 -1.004
N 4.920 0.194 5.210 0.118 0.017 0.317 -0.184
C 4.264 0.235 4.022 -0.242 0.667 0.017 0.660
C 5.114 0.229 2.770 -0.039 -0.430 0.690 -1.006
O 3.038 0.316 3.989 0.344 -0.198 -0.070 -0.676
H 6.545 0.140 6.511 -0.235 0.090 0.039 0.318
H 6.801 1.214 5.142 -0.209 0.014 0.017 0.334
H 6.921 -0.528 4.969 -0.332 -0.033 -0.169 0.330
H 4.358 0.387 6.024 -0.317 -0.156 -0.154 0.277
H 4.568 0.684 1.956 -0.113 -0.061 -0.136 0.185
H 5.330 -0.823 2.560 0.076 0.147 -0.274 0.291
H 6.053 0.751 2.939 0.067 -0.002 -0.110 0.415
C -4.828 -1.694 4.876 -0.173 -1.185 1.148 -0.787
N -4.774 -2.877 4.038 0.000 -0.487 -1.188 -0.124
C -4.531 -2.955 2.697 -0.634 -0.271 -0.485 0.434
C -4.224 -1.645 1.983 0.530 -1.159 -0.401 -0.512
O -4.645 -4.016 2.077 0.214 0.958 0.760 -0.649
H -3.873 -1.529 5.372 0.239 0.488 -0.335 0.176
H -5.485 -1.975 5.708 -0.115 0.320 -0.170 0.339
H -5.253 -0.822 4.397 0.148 0.121 -0.244 0.303
H -5.092 -3.777 4.371 0.061 0.272 0.397 0.264
H -5.149 -1.111 1.778 0.059 0.396 0.420 0.268
H -3.826 -1.935 1.008 0.053 0.037 0.076 0.134
H -3.444 -1.111 2.523 -0.342 0.501 0.034 0.168
C 1.737 1.464 0.769 1.646 -0.059 -0.874 -1.383
N 1.151 0.681 -0.319 -1.475 0.475 1.471 0.300
C -0.088 0.089 -0.260 1.162 -1.499 -1.712 0.135
C -0.811 0.077 1.057 0.661 0.986 -0.270 -0.567
O -0.516 -0.484 -1.281 -0.069 0.824 1.180 -0.574
H 1.103 2.183 1.277 -0.458 -0.256 -0.074 0.394
H 2.524 2.077 0.300 -0.272 -0.041 0.068 0.330
H 2.300 0.839 1.468 -0.512 -0.043 0.288 0.468
H 1.700 0.558 -1.153 0.077 -0.025 -0.330 0.238
H -1.818 -0.286 0.916 -0.116 -0.066 0.099 -0.333
H -0.771 1.115 1.405 -0.509 -0.118 0.235 0.349
H -0.251 -0.497 1.795 -0.065 -0.237 -0.075 0.554
```
Forces are in eV/Å.

Output
Structure (SMILES): CNC(C)=O.CNC(C)=O.CNC(C)=O.CNC(C)=O.CNC(C)=O.CNC(C)=O.CNC(C)=O.CNC(C)=O
Gap between HOMO and LUMO in eV: 9.08